Arrangement a

The following is a DFT calculation (ωB97M-V with the def2-TZVPD basis set) of 2 unconnected molecules or ions with the total composition C2HN2O2.

XYZ file:
```
7
Properties=species:S:1:pos:R:3
C -0.93 0.33 -0.54
H -1.46 0.56 -1.58
C 1.82 -0.21 0.45
O 2.17 0.76 0.96
O 1.76 -1.23 -0.09
N -1.72 0.52 0.53
N -1.63 -0.73 0.28
```

Results
M ... 85.04 g/mol
Frontier orbital gap ... 5.268 eV
Lowest unoccupied orbital energy ... 0.1412 Ha
Total charge ... -1


Arrangement b

The following is a DFT calculation (ωB97M-V with the def2-TZVPD basis set) of 2 unconnected molecules or ions with the total composition C2HN2O2.

XYZ file:
```
7
Properties=species:S:1:pos:R:3
N 0.97 0.26 2.22
O -0.90 0.00 -2.04
O 0.34 1.62 -1.24
C 0.62 0.08 1.13
C 0.24 -0.18 -0.11
H -1.08 -2.22 1.20
N -0.18 0.44 -1.17
```

Results
M ... 85.04 g/mol
Frontier orbital gap (alpha / beta) ... 7.256 / 7.347 eV
Lowest unoccupied orbital energy (alpha / beta) ... 0.1134 / 0.1266 Ha
Total charge ... -1


It is arrangement a that is most stable; the runner-up trails by 0.1369 hartree.